[1]
Entry from OMol25: a single C4H3N3 molecule in a non-equilibrium geometry (the ωB97M-V functional and the def2-TZVPD basis).

Properties
- E_tot (eV) = -8665.6690
- HOMO level (eV) = -9.9
- gap between HOMO and LUMO (eV) = 10.1
- lowest unoccupied orbital energy (hartree) = 0.007
- charge = 0
- SMILES string = N#Cc1ncc[nH]1

XYZ file:
```
10
C4H3N3 the ωB97M-V functional and the def2-TZVPD basis
N -0.107 -0.908 -0.241
N 0.195 1.218 0.457
N 0.190 -1.015 3.201
C 0.033 -0.015 0.817
C 0.091 -0.538 2.155
C 0.039 -0.103 -1.375
C 0.199 1.169 -0.930
H 0.315 2.070 -1.508
H -1.051 -1.266 -0.103
H 0.105 -0.524 -2.369
```


[2]
Entry from OMol25: a single C4H3N3 molecule in a non-equilibrium geometry (the ωB97M-V functional and the def2-TZVPD basis).

Properties
- E_tot (eV) = -8661.9439
- HOMO level (eV) = -8.8
- gap between HOMO and LUMO (eV) = 9.3
- lowest unoccupied orbital energy (hartree) = 0.018
- charge = 0

XYZ file:
```
10
C4H3N3 the ωB97M-V functional and the def2-TZVPD basis
N -0.771 -0.845 0.301
N -2.003 -0.418 0.254
N -1.799 0.894 0.070
C 2.702 -0.278 -0.263
C -0.526 1.364 -0.035
C 1.529 -0.106 -0.066
C 0.148 0.151 0.114
H -2.436 1.486 -0.424
H 3.745 -0.421 -0.430
H -0.589 -1.825 0.479
```


[3]
Entry from OMol25: a single C4H3N3O molecule in a non-equilibrium geometry (the ωB97M-V functional and the def2-TZVPD basis).

Properties
- E_tot (eV) = -10709.8607
- HOMO level (eV) = -10.3
- gap between HOMO and LUMO (eV) = 8.5
- lowest unoccupied orbital energy (hartree) = -0.068
- charge = 0
- SMILES string = O=CN=C1N=CC=N1

XYZ file:
```
11
C4H3N3O the ωB97M-V functional and the def2-TZVPD basis
O 0.452 -1.832 2.526
N 0.259 0.418 1.610
N -1.296 1.088 -0.153
N 0.617 -0.391 -0.791
C -0.191 -0.209 -1.727
C -0.061 0.228 0.291
C 1.020 -0.748 2.172
C -1.263 0.796 -1.373
H -0.062 -0.488 -2.909
H -1.560 1.465 -2.329
H 2.086 -0.325 2.684
```


[4]
Entry from OMol25: a single C4H3N3O molecule in a non-equilibrium geometry (the ωB97M-V functional and the def2-TZVPD basis).

Properties
- E_tot (eV) = -10708.6845
- HOMO level (eV) = -10.0
- gap between HOMO and LUMO (eV) = 8.5
- lowest unoccupied orbital energy (hartree) = -0.056
- charge = 0
- SMILES string = O=c1ccnnnc1

XYZ file:
```
11
C4H3N3O the ωB97M-V functional and the def2-TZVPD basis
O -2.030 -1.171 -0.181
N 1.569 -0.131 0.883
N -0.161 1.512 1.328
N 0.708 0.466 1.708
C -1.076 -0.358 -0.243
C -1.008 0.968 0.550
C 0.143 -0.608 -1.044
C 1.350 -0.235 -0.559
H 0.251 -1.127 -1.914
H 2.265 -0.904 -0.933
H -2.011 1.588 0.407
```


[5]
Entry from OMol25: a single C4H3N3O2 molecule in a non-equilibrium geometry (the ωB97M-V functional and the def2-TZVPD basis).

Properties
- E_tot (eV) = -12757.9175
- HOMO level (eV) = -8.9
- gap between HOMO and LUMO (eV) = 9.6
- lowest unoccupied orbital energy (hartree) = 0.025
- charge = 0
- SMILES string = C#Cc1n[nH]c(=O)n1O

XYZ file:
```
12
C4H3N3O2 the ωB97M-V functional and the def2-TZVPD basis
O -2.792 0.399 0.098
O -0.373 1.958 -0.041
N -0.489 0.598 -0.171
N -1.248 -1.400 -0.035
N 0.063 -1.540 0.041
C 1.879 -0.032 -0.064
C -1.720 -0.121 -0.071
C 0.546 -0.330 -0.056
C 3.052 0.164 0.046
H -1.769 -2.243 -0.155
H 4.097 0.274 0.185
H -1.246 2.273 0.224
```


[6]
Entry from OMol25: a single C4H3N3O2S molecule in a non-equilibrium geometry (the ωB97M-V functional and the def2-TZVPD basis).

Properties
- E_tot (eV) = -23591.8191
- HOMO level (spin up / spin down) (eV) = -9.2 / -9.3
- gap between HOMO and LUMO (spin up / spin down) (eV) = 7.5 / 7.5
- lowest unoccupied orbital energy (spin up / spin down) (hartree) = -0.064 / -0.064
- charge = 0

XYZ file:
```
13
C4H3N3O2S the ωB97M-V functional and the def2-TZVPD basis
S 2.036 -1.174 0.151
O 3.132 1.088 -0.625
O -2.992 -0.789 -0.288
N -0.080 0.802 0.866
N 1.017 1.268 0.035
N -1.270 0.623 0.288
C -1.814 -0.561 -0.149
C -0.764 -1.669 -0.216
C 0.439 -1.399 0.137
C 2.177 0.588 -0.156
H -1.361 -2.528 -0.365
H -1.730 1.504 -0.015
H 1.211 2.247 0.337
```


[7]
Entry from OMol25: a single C4H3N3O3 molecule in a non-equilibrium geometry (the ωB97M-V functional and the def2-TZVPD basis).

Properties
- E_tot (eV) = -14810.0074
- HOMO level (eV) = -10.9
- gap between HOMO and LUMO (eV) = 9.5
- lowest unoccupied orbital energy (hartree) = -0.051
- charge = 0
- SMILES string = N=C1C(=O)NC(=O)NC1=O

XYZ file:
```
13
C4H3N3O3 the ωB97M-V functional and the def2-TZVPD basis
O 0.617 2.581 -0.099
O -2.892 -0.213 0.064
O 1.309 -2.157 -0.087
N -0.779 -1.214 -0.100
N -1.084 1.072 -0.068
N 2.395 0.410 0.155
C 1.178 0.247 -0.064
C -1.705 -0.149 -0.017
C 0.274 1.417 -0.116
C 0.614 -1.152 -0.087
H -1.137 -2.175 0.052
H -1.592 1.846 0.202
H 2.801 -0.514 0.164
```


[8]
Entry from OMol25: a single C4H3N3S molecule in a non-equilibrium geometry (the ωB97M-V functional and the def2-TZVPD basis).

Properties
- E_tot (eV) = -19499.3886
- HOMO level (eV) = -9.4
- gap between HOMO and LUMO (eV) = 7.2
- lowest unoccupied orbital energy (hartree) = -0.082
- charge = 0
- SMILES string = [H]/N=C1/N=CC=NC1=S

XYZ file:
```
11
C4H3N3S the ωB97M-V functional and the def2-TZVPD basis
S 0.479 -0.758 2.669
N 1.002 -2.175 -0.261
N -0.781 0.910 1.103
N 0.536 -0.136 -1.334
C 0.104 -0.213 1.137
C -0.791 1.469 -0.021
C 0.609 -0.940 -0.135
C -0.253 0.874 -1.323
H -1.554 2.330 -0.141
H -0.388 1.270 -2.317
H 1.039 -2.630 0.624
```


[9]
Entry from OMol25: a single C4H3N3S molecule in a non-equilibrium geometry (the ωB97M-V functional and the def2-TZVPD basis).

Properties
- E_tot (eV) = -19496.8826
- HOMO level (eV) = -9.4
- gap between HOMO and LUMO (eV) = 8.6
- lowest unoccupied orbital energy (hartree) = -0.029
- charge = 0
- SMILES string = [H]/N=C(\C#CC#N)NS

XYZ file:
```
11
C4H3N3S the ωB97M-V functional and the def2-TZVPD basis
S -2.200 2.388 0.776
N -0.534 0.030 1.658
N -0.749 1.661 -0.140
N 2.666 -3.109 -2.187
C 0.307 -0.553 -0.481
C 1.909 -2.377 -1.707
C -0.329 0.389 0.391
C 0.944 -1.498 -1.005
H -0.747 1.855 -1.178
H -1.126 2.224 2.065
H -0.140 -1.010 1.808
```


[10]
Entry from OMol25: a single C4H3NO molecule in a non-equilibrium geometry (the ωB97M-V functional and the def2-TZVPD basis).

Properties
- E_tot (eV) = -7727.6355
- HOMO level (spin up / spin down) (eV) = -8.3 / -8.3
- gap between HOMO and LUMO (spin up / spin down) (eV) = 8.3 / 8.3
- lowest unoccupied orbital energy (spin up / spin down) (hartree) = 0.000 / 0.000
- charge = 0
- SMILES string = c1cc2c(o1)N2

XYZ file:
```
9
C4H3NO the ωB97M-V functional and the def2-TZVPD basis
O 0.052 -0.813 -1.135
N 1.812 0.029 0.686
C 0.634 0.741 0.351
C 1.192 -0.126 -0.601
C -1.043 -0.209 -0.757
C -0.801 0.647 0.295
H 1.670 -0.697 1.524
H -1.519 0.984 0.980
H -1.999 -0.556 -1.343
```


In eV, the energy above the lowest of the compared OMol25 structures with the same formula, charge and spin values for the records above are, in order, 0.742 4.467 3.790 4.966 2.869 0.763 0.000 2.153 4.659 5.108.